{
  "formula": "C5H10",
  "method": "ωB97M-V/def2-TZVPD",
  "de_lowest_kj_mol": 79.0,
  "s_squared": 0.7524,
  "e_lumo_ev": [-4.47, -8.37],
  "multiplicity": 2,
  "gap_ev": [11.29, 8.49],
  "charge": 1,
  "total_energy_ha": -196.1244,
  "species": ["C", "C", "C", "C", "C", "H", "H", "H", "H", "H", "H", "H", "H", "H", "H"],
  "coordinates": [[-0.505, 1.632, -0.896], [0.063, 0.395, -0.229], [-0.603, -0.237, 0.802], [-0.436, -1.546, 1.419], [1.410, -0.021, -0.891], [-1.297, 1.506, -1.573], [0.100, 2.495, -1.220], [-1.082, 2.048, -0.092], [-1.595, 0.322, 1.192], [-1.494, -1.995, 1.507], [0.213, -2.284, 0.793], [-0.035, -1.528, 2.441], [1.599, -1.107, -0.585], [2.294, 0.402, -0.692], [1.368, -0.080, -1.975]],
  "mulliken_charge": [-1.2435, 0.9128, 0.0382, -1.0283, -1.1170, 0.3962, 0.3644, 0.3903, 0.2715, 0.3326, 0.3316, 0.3393, 0.2499, 0.3923, 0.3696]
}